Below is C3H3FP2 as an isolated structure, with properties calculated with ωB97M-V with the def2-TZVPD basis set.

Geometry as XYZ:
```
9
Properties=species:S:1:pos:R:3:mulliken_charge:R:1
C -0.1301 1.0724 -0.0662 -0.353
C -0.8581 0.6915 -1.1036 0.343
C 0.7865 -1.2010 1.1582 -0.569
F -2.0612 1.1491 -1.4309 -0.241
P 1.1928 -0.1436 -0.1219 -0.120
P 0.0182 -0.4911 -2.1319 -0.038
H -0.4444 1.9592 0.5393 0.384
H -0.0096 -1.0116 1.9043 0.306
H 1.5058 -2.0249 1.2527 0.288
```

For the energy above the lowest of the compared OMol25 structures with the same formula, charge and spin, the calculation gives 16.4 kJ/mol. The expectation value of S² is 2.039. The spin multiplicity is 3. The HOMO energy (spin up / spin down) comes out at -7.89 / -9.10 eV.

Below is C3H3FS as an isolated structure, with properties calculated with ωB97M-V with the def2-TZVPD basis set.

Geometry as XYZ:
```
8
Properties=species:S:1:pos:R:3:mulliken_charge:R:1
C 0.0913 0.7184 2.0646 -0.649
C 0.0654 0.0721 0.9348 0.310
C 0.4532 -0.5114 -0.1213 0.352
F -1.3832 -0.8013 -3.3835 -0.470
S 0.7729 -1.0697 -1.5928 -0.366
H 1.1282 0.9716 2.5015 0.229
H -0.5997 1.5044 2.3776 0.275
H -0.5282 -0.8842 -2.7807 0.318
```

For the energy above the lowest of the compared OMol25 structures with the same formula, charge and spin, the calculation gives 184.0 kJ/mol. The spin multiplicity is 1. The HOMO energy comes out at -9.43 eV.

Below is one molecule with the formula C3H3FS2, with properties calculated with ωB97M-V with the def2-TZVPD basis set.

Geometry as XYZ:
```
9
Properties=species:S:1:pos:R:3:mulliken_charge:R:1
C 1.5831 -0.0570 0.3770 -0.778
C 0.3147 -0.0680 -0.2555 0.484
F 0.3092 -0.0329 -1.6046 -0.252
C -0.9738 -0.1000 0.4398 0.255
S -1.0532 -0.5378 2.0074 -0.274
S -2.4165 0.1009 -0.5118 -0.170
H 2.4805 0.0737 -0.2224 0.291
H 1.5996 -0.0326 1.4241 0.281
H -1.8436 0.6537 -1.6539 0.162
```

For the energy above the lowest of the compared OMol25 structures with the same formula, charge and spin, the calculation gives 45.3 kJ/mol. The spin multiplicity is 1. The HOMO energy comes out at -9.04 eV.

Below is C3H3HgLiO3 as an isolated structure, with properties calculated with ωB97M-V with the def2-TZVPD basis set.

Geometry as XYZ:
```
11
Properties=species:S:1:pos:R:3:mulliken_charge:R:1
O 0.0595 0.3189 0.9346 -0.512
C 0.6842 -0.7510 0.2251 -0.586
C 1.0481 -0.4214 -1.0513 -0.213
O -1.4439 0.3002 -0.6914 -0.569
C -1.1020 0.8512 0.3584 1.078
O -1.4029 1.9167 0.9350 -0.542
Hg -0.1022 1.7195 2.3824 1.398
H 1.0290 -1.5759 0.8461 0.440
H 1.5473 -1.1614 -1.6781 0.279
H 1.1557 0.5917 -1.4439 0.280
Li -1.4728 -1.7886 -0.8170 0.947
```

For the energy above the lowest of the compared OMol25 structures with the same formula, charge and spin, the calculation gives 0.0 kJ/mol. The charge is +2. The spin multiplicity is 1. The HOMO energy comes out at -18.80 eV.

Below is C3H3HoO2 as an isolated structure, with properties calculated with ωB97M-V with the def2-TZVPD basis set.

Geometry as XYZ:
```
9
Properties=species:S:1:pos:R:3:mulliken_charge:R:1
O -1.7622 0.9014 0.1944 -0.240
Ho 2.4952 -0.0661 0.3092 1.790
O 0.3491 0.4502 -0.2890 -0.668
C -0.7654 0.0896 0.1599 0.625
C -2.8152 -0.2384 -0.0614 -0.040
C -1.6721 -1.2316 0.0454 -0.373
H -3.3980 -0.2225 0.8749 0.278
H -1.3453 -1.7979 -0.8363 0.309
H -1.6504 -1.8665 0.9430 0.319
```

For the energy above the lowest of the compared OMol25 structures with the same formula, charge and spin, the calculation gives 92.7 kJ/mol. The expectation value of S² is 6.009. The charge is +2. The spin multiplicity is 5. The HOMO energy (spin up / spin down) comes out at -18.04 / -17.91 eV.

Below is a 2-piece molecular cluster, C3H3I overall, with properties calculated with ωB97M-V with the def2-TZVPD basis set.

Geometry as XYZ:
```
7
Properties=species:S:1:pos:R:3:mulliken_charge:R:1
C 0.1045 0.5007 1.1817 -0.435
C -0.6920 0.3036 0.3008 0.250
C -0.9671 -0.0358 -0.9589 -0.345
I 2.9315 -1.0954 -0.1668 -0.360
H 0.2139 0.6683 2.2374 0.297
H -0.6894 0.8623 -1.5071 0.289
H -0.9014 -1.2036 -1.0872 0.305
```

For the energy above the lowest of the compared OMol25 structures with the same formula, charge and spin, the calculation gives 342.5 kJ/mol. The spin multiplicity is 1. The HOMO energy (spin up / spin down) comes out at -8.38 / -8.36 eV.